Record 1
C48H42NP2Tl as an isolated structure, computed with ωB97M-V with the def2-TZVPD basis set.

Computed properties:
HOMO energy (spin up / spin down), eV: -12.609 / -12.612
Energy above the lowest of the compared OMol25 structures with the same formula, charge and spin, eV: 1.787
Maximum force, eV/Å: 10.52
Orbital gap (spin up / spin down), Eh: 0.198 / 0.198

```
! RIJCOSX wB97M-V def2-TZVPD def2/J DEFGRID3
* xyz 2 1
C 0.955 -0.869 -3.191
C -0.078 -1.285 -2.337
C -1.369 -1.437 -2.860
C -1.617 -1.196 -4.209
C -0.581 -0.801 -5.055
C 0.706 -0.634 -4.541
P 0.230 -1.546 -0.550
C -1.049 -2.794 -0.129
C -2.139 -2.406 0.659
C -3.153 -3.318 0.951
C -3.081 -4.623 0.464
C -1.990 -5.017 -0.313
C -0.978 -4.107 -0.611
Tl 0.214 0.080 0.851
P 0.226 1.649 -0.651
C -1.112 1.786 -1.890
C -0.942 2.167 -3.223
C -2.045 2.255 -4.074
C -3.324 1.968 -3.600
C -3.500 1.570 -2.272
C -2.400 1.470 -1.426
C -0.029 3.126 0.405
C 0.821 3.244 1.520
C 0.657 4.292 2.422
C -0.352 5.236 2.220
C -1.195 5.127 1.113
C -1.039 4.076 0.209
C 1.791 2.067 -1.506
C 2.873 1.189 -1.366
C 4.106 1.489 -1.944
C 4.271 2.676 -2.657
C 3.205 3.573 -2.775
C 1.973 3.275 -2.196
C 1.803 -2.495 -0.539
C 2.222 -3.282 -1.623
C 3.412 -4.005 -1.549
C 4.192 -3.955 -0.393
C 3.776 -3.182 0.692
C 2.590 -2.453 0.621
H 1.611 2.510 1.671
H 1.314 4.370 3.284
H -0.480 6.053 2.923
H -1.979 5.862 0.952
H -1.703 3.991 -0.645
H 0.051 2.376 -3.606
H -1.901 2.543 -5.112
H -4.180 2.041 -4.265
H -4.492 1.329 -1.901
H -2.519 1.136 -0.397
H 2.735 0.282 -0.782
H 4.938 0.800 -1.829
H 5.231 2.913 -3.106
H 3.340 4.509 -3.310
H 1.158 3.990 -2.263
H 1.626 -3.322 -2.529
H 3.729 -4.607 -2.397
H 5.120 -4.517 -0.339
H 4.376 -3.143 1.596
H 2.257 -1.849 1.462
H -2.163 -1.394 1.054
H -3.992 -3.010 1.569
H -3.867 -5.336 0.699
H -1.924 -6.037 -0.683
H -0.129 -4.422 -1.210
H -2.178 -1.752 -2.209
H -2.624 -1.314 -4.599
H -0.776 -0.617 -6.107
H 1.518 -0.319 -5.190
H 1.959 -0.742 -2.804
H 0.159 0.211 -8.184
H 0.901 0.209 -8.134
C -2.058 3.087 5.234
C -2.231 3.051 3.848
C -1.683 2.007 3.093
C -0.964 0.980 3.719
C -0.814 1.022 5.126
C -1.350 2.071 5.871
N -0.366 -0.079 2.962
C -0.066 -1.310 3.611
C 1.259 -1.732 3.780
C 1.538 -2.946 4.417
C 0.492 -3.739 4.899
C -0.832 -3.312 4.754
C -1.110 -2.099 4.120
H -2.470 3.902 5.814
H -2.785 3.841 3.358
H -1.832 1.997 2.026
H -0.255 0.258 5.652
H -1.208 2.096 6.945
H 2.075 -1.111 3.439
H 2.562 -3.269 4.544
H 0.705 -4.678 5.392
H -1.642 -3.922 5.133
H -2.137 -1.776 4.007
*
```



Record 2
A 3-piece molecular cluster, C48H43BFIN2O11P2 overall, computed with ωB97M-V with the def2-TZVPD basis set.

Computed properties:
HOMO energy, eV: -9.615
Maximum force, eV/Å: 4.99
Orbital gap, Eh: 0.274

```
! RIJCOSX wB97M-V def2-TZVPD def2/J DEFGRID3
* xyz 0 1
C 4.464 -2.409 4.417
C 3.015 -2.336 3.682
N 2.349 -3.456 3.513
C 2.525 -0.883 3.211
C 1.216 -0.349 3.970
C 0.026 0.123 3.065
O 0.156 0.013 1.630
C -0.467 -1.305 1.361
C -0.151 -1.865 -0.109
C -1.579 -1.889 -0.890
C 0.510 -3.320 0.054
C -0.508 -4.505 0.407
C -0.933 -4.588 1.958
C 0.306 -5.893 0.105
C -1.303 0.708 3.591
C -1.460 0.777 5.161
C -0.301 0.306 6.060
B -0.423 0.357 7.709
N -0.878 -0.859 8.447
O -0.065 1.606 8.318
C 1.068 -0.267 5.521
P 2.455 -0.866 6.667
P 3.147 0.730 7.978
O 2.959 2.139 7.361
O 4.823 0.480 8.301
O 2.396 0.606 9.531
C -2.856 1.333 5.682
O -3.464 0.951 6.706
C -3.592 2.455 4.786
I -4.808 3.972 5.748
C -3.408 2.391 3.371
F -3.972 3.338 2.479
C -2.503 1.237 2.689
O -2.766 0.871 1.524
H 4.602 -1.362 4.887
H 4.331 -3.129 5.292
H 5.299 -2.689 3.696
H 1.479 -3.180 3.025
H 2.418 -0.904 2.073
H 3.376 -0.133 3.431
H -1.583 -1.327 1.594
H 0.031 -2.022 2.121
H 0.543 -1.174 -0.722
H -1.507 -2.342 -1.934
H -2.369 -2.490 -0.294
H -2.022 -0.824 -0.960
H 1.286 -3.284 0.910
H 1.125 -3.518 -0.900
H -1.458 -4.533 -0.221
H -1.455 -3.656 2.357
H -1.699 -5.449 2.066
H -0.017 -4.915 2.561
H 1.406 -5.683 0.346
H -0.104 -6.664 0.861
H 0.181 -6.256 -0.967
H -0.847 -1.677 7.805
H -1.900 -0.736 8.616
H 0.419 2.125 7.628
H 1.835 -1.837 7.553
H 4.913 -0.290 8.922
H 1.838 -0.214 9.504
C -2.947 -0.673 -9.703
C -2.190 -1.640 -9.046
C -2.167 -1.680 -7.656
C -2.891 -0.743 -6.919
C -3.629 0.240 -7.577
C -3.665 0.267 -8.972
C -4.363 1.271 -6.807
O -5.011 2.128 -7.382
C -4.290 1.248 -5.329
C -4.929 2.246 -4.591
C -4.877 2.224 -3.201
C -4.195 1.203 -2.543
C -3.553 0.210 -3.276
C -3.591 0.237 -4.670
C -2.874 -0.805 -5.440
O -2.274 -1.697 -4.865
H -2.972 -0.648 -10.788
H -1.620 -2.366 -9.617
H -1.579 -2.439 -7.149
H -4.248 1.021 -9.491
H -5.465 3.043 -5.096
H -5.370 3.004 -2.629
H -4.160 1.183 -1.458
H -3.020 -0.580 -2.759
C 5.817 3.416 -5.515
C 6.038 2.122 -5.047
C 5.146 1.544 -4.150
C 4.035 2.264 -3.710
C 3.827 3.568 -4.160
C 4.715 4.139 -5.073
C 2.679 4.361 -3.663
O 2.495 5.499 -4.059
C 1.764 3.752 -2.671
C 0.711 4.506 -2.150
C -0.162 3.938 -1.227
C 0.008 2.614 -0.829
C 1.060 1.861 -1.342
C 1.945 2.433 -2.257
C 3.081 1.634 -2.769
O 3.232 0.476 -2.418
H 6.509 3.862 -6.222
H 6.905 1.563 -5.382
H 5.320 0.535 -3.793
H 4.551 5.148 -5.438
H 0.571 5.537 -2.458
H -0.976 4.528 -0.819
H -0.678 2.169 -0.114
H 1.189 0.832 -1.025
*
```



Record 3
C48H43BN6PdSSb as an isolated structure, computed with ωB97M-V with the def2-TZVPD basis set.

Computed properties:
HOMO energy (spin up / spin down), eV: -10.569 / -10.560
Maximum force, eV/Å: 0.59
Orbital gap (spin up / spin down), Eh: 0.312 / 0.241

```
! RIJCOSX wB97M-V def2-TZVPD def2/J DEFGRID3
* xyz 1 3
Pd 1.132 -0.213 -0.768
C 0.519 -5.045 1.782
C 0.238 -4.075 0.683
C -0.708 -4.135 -0.325
C -0.521 -2.973 -1.086
N 0.462 -2.259 -0.547
N 0.923 -2.925 0.534
B 2.232 -2.419 1.197
N 3.267 -2.148 0.079
N 3.017 -1.246 -0.899
C 4.072 -1.204 -1.705
C 5.038 -2.108 -1.235
C 4.492 -2.683 -0.106
C 5.071 -3.716 0.801
C 4.141 -0.313 -2.883
C 3.112 0.564 -3.217
C 3.199 1.396 -4.321
C 4.333 1.363 -5.120
C 5.367 0.494 -4.803
C 5.271 -0.335 -3.696
N 1.971 -1.089 1.954
N 1.896 0.063 1.248
C 1.864 1.076 2.115
C 1.896 0.559 3.415
C 1.969 -0.815 3.271
C 2.045 -1.872 4.320
C 1.944 2.483 1.681
C 1.879 3.505 2.624
C 1.995 4.832 2.242
C 2.164 5.162 0.904
C 2.251 4.150 -0.043
C 2.157 2.825 0.348
C -1.217 -2.545 -2.308
C -2.522 -2.969 -2.549
C -3.196 -2.561 -3.690
C -2.572 -1.724 -4.605
C -1.266 -1.312 -4.382
C -0.592 -1.726 -3.245
H -0.114 -5.922 1.662
H 0.315 -4.605 2.759
H 1.559 -5.368 1.777
H -1.399 -4.940 -0.510
H 2.655 -3.246 1.950
H 6.007 -2.322 -1.650
H 6.056 -4.002 0.439
H 4.448 -4.609 0.839
H 5.177 -3.340 1.819
H 2.214 0.600 -2.605
H 2.382 2.066 -4.555
H 4.410 2.009 -5.984
H 6.254 0.460 -5.420
H 6.087 -1.006 -3.463
H 1.906 1.103 4.344
H 2.246 -1.416 5.287
H 2.834 -2.592 4.108
H 1.104 -2.420 4.393
H 1.740 3.263 3.670
H 1.958 5.611 2.992
H 2.249 6.198 0.605
H 2.419 4.391 -1.085
H 2.301 2.050 -0.398
H -3.022 -3.606 -1.830
H -4.209 -2.899 -3.864
H -3.098 -1.405 -5.495
H -0.764 -0.677 -5.101
H 0.451 -1.451 -3.116
S -0.683 1.214 -1.279
Sb -2.424 1.362 0.225
C -2.080 2.528 1.920
C -1.498 3.786 1.798
C -1.407 4.597 2.921
C -1.864 4.144 4.150
C -2.414 2.875 4.271
C -2.530 2.062 3.153
C -3.909 2.276 -0.935
C -5.048 1.575 -1.317
C -5.968 2.177 -2.166
C -5.746 3.465 -2.630
C -4.603 4.158 -2.255
C -3.677 3.565 -1.411
C -3.219 -0.414 0.970
C -2.473 -1.585 0.966
C -3.016 -2.741 1.510
C -4.294 -2.720 2.051
C -5.036 -1.546 2.059
C -4.502 -0.384 1.521
H -1.113 4.139 0.848
H -0.971 5.582 2.833
H -1.786 4.781 5.021
H -2.761 2.521 5.232
H -2.967 1.077 3.250
H -5.223 0.565 -0.971
H -6.855 1.636 -2.469
H -6.466 3.931 -3.290
H -4.430 5.160 -2.624
H -2.781 4.108 -1.134
H -1.473 -1.601 0.548
H -2.437 -3.655 1.509
H -4.715 -3.624 2.472
H -6.031 -1.534 2.485
H -5.085 0.530 1.535
*
```



Record 4
C48H43Ge2N7O5Pb as an isolated structure, computed with ωB97M-V with the def2-TZVPD basis set.

Computed properties:
HOMO energy (spin up / spin down), eV: -9.631 / -9.631
Energy above the lowest of the compared OMol25 structures with the same formula, charge and spin, eV: 0.896
Maximum force, eV/Å: 1.86
Orbital gap (spin up / spin down), Eh: 0.214 / 0.136

```
! RIJCOSX wB97M-V def2-TZVPD def2/J DEFGRID3
* xyz 1 2
Pb 0.177 0.751 -0.814
O -1.056 3.978 3.729
C -2.209 3.326 3.550
C -3.330 3.782 4.250
C -4.546 3.146 4.127
C -4.684 2.033 3.298
C -3.587 1.578 2.601
C -2.340 2.206 2.703
C -1.224 1.651 1.912
O -1.412 0.647 1.159
N -0.037 2.253 2.054
N 0.955 1.580 1.426
C 2.113 1.546 1.960
C 3.207 0.683 1.535
C 4.505 1.036 1.919
C 5.592 0.220 1.673
C 5.385 -1.016 1.077
C 4.105 -1.404 0.727
C 3.005 -0.568 0.916
O 1.768 -0.957 0.544
H -0.371 3.525 3.179
H -3.207 4.642 4.895
H -5.396 3.503 4.694
H -5.639 1.536 3.197
H -3.669 0.715 1.952
H 2.273 2.122 2.874
H 4.649 1.976 2.439
H 6.584 0.531 1.971
H 6.214 -1.689 0.899
H 3.934 -2.381 0.290
O -3.694 3.633 -0.154
C -3.425 4.560 -1.065
C -4.414 5.509 -1.329
C -4.196 6.495 -2.263
C -2.988 6.564 -2.973
C -1.999 5.651 -2.723
C -2.188 4.635 -1.762
C -1.143 3.673 -1.492
O -1.343 2.686 -0.736
N 0.065 3.908 -2.099
N 0.950 2.962 -1.949
C 2.190 3.169 -2.258
C 3.137 2.072 -2.303
C 4.443 2.308 -2.729
C 5.307 1.235 -2.866
C 4.837 -0.036 -2.583
C 3.528 -0.177 -2.134
N 2.697 0.839 -1.987
H -2.924 3.034 -0.074
H -5.342 5.444 -0.777
H -4.968 7.228 -2.450
H -2.835 7.347 -3.702
H -1.060 5.689 -3.254
H 2.534 4.165 -2.537
H 4.758 3.317 -2.961
H 6.325 1.389 -3.197
H 5.472 -0.903 -2.708
H 3.130 -1.153 -1.887
N -6.397 0.362 0.112
C -5.598 0.240 -0.705
C -4.564 0.084 -1.681
C -4.826 -0.120 -3.030
C -3.749 -0.281 -3.887
C -2.466 -0.227 -3.369
N -2.210 -0.020 -2.076
C -3.239 0.127 -1.246
H -5.843 -0.155 -3.395
H -3.905 -0.443 -4.944
H -1.604 -0.358 -4.014
H -3.004 0.284 -0.199
C 4.024 -4.240 -1.501
Ge 2.051 -4.057 -1.418
C 1.268 -5.860 -1.280
C 1.441 -3.303 -3.154
Ge 1.187 -2.772 0.567
C 1.773 -3.254 2.380
C 2.660 -4.304 2.598
C 3.049 -4.636 3.887
C 2.540 -3.934 4.969
C 1.655 -2.885 4.759
C 1.282 -2.539 3.470
C -0.786 -2.771 0.420
C -1.639 -2.499 1.489
C -2.992 -2.789 1.404
C -3.516 -3.373 0.258
C -2.684 -3.638 -0.819
C -1.333 -3.335 -0.733
H 4.249 -5.242 -1.865
H 4.512 -4.120 -0.535
H 4.450 -3.521 -2.202
H 1.311 -6.339 -2.258
H 0.226 -5.816 -0.963
H 1.818 -6.479 -0.572
H 2.025 -3.773 -3.947
H 1.565 -2.223 -3.229
H 0.392 -3.537 -3.330
H 3.047 -4.870 1.756
H 3.753 -5.442 4.050
H 2.838 -4.197 5.975
H 1.255 -2.333 5.600
H 0.618 -1.696 3.314
H -1.258 -2.063 2.401
H -3.643 -2.573 2.243
H -4.568 -3.622 0.209
H -3.083 -4.090 -1.719
H -0.696 -3.563 -1.577
*
```